[1]
This record from the Open Molecules 2025 dataset describes an isolated molecule of CH3NO2 at a distorted geometry. The level of theory is ωB97M-V/def2-TZVPD.

Properties
* lowest unoccupied orbital energy (alpha / beta): -0.6 / -0.6 eV
* ΔE to the lowest compared entry with this formula, charge and spin: 189.73 kcal per mole
* spin multiplicity: 1
* HOMO-LUMO gap (alpha / beta): 0.363 / 0.353 Eh
* molar mass: 61.04 Da

Structure (XYZ):
```
7
Properties=species:S:1:pos:R:3:forces:R:3
C 0.225 -0.132 -0.020 -0.01 3.92 1.35
N 1.427 -0.690 0.255 5.68 -0.43 0.39
O 3.733 -0.032 -0.015 -0.74 -0.61 0.21
O 2.517 0.291 -0.177 -2.05 -0.46 0.24
H -0.063 -0.517 -0.912 -1.74 -1.71 -2.74
H -0.352 -0.480 0.860 -0.57 0.86 -0.74
H 0.332 0.999 -0.312 -0.56 -1.57 1.30
```
Forces are in eV/Å.

=====

[2]
This record from the Open Molecules 2025 dataset describes an isolated molecule of C6H11FO at a distorted geometry. The level of theory is ωB97M-V/def2-TZVPD.

Properties
* lowest unoccupied orbital energy: 0.8 eV
* ΔE to the lowest compared entry with this formula, charge and spin: 67.60 kcal per mole
* spin multiplicity: 1
* SMILES: C[C@@](O)(CF)C1CC1
* HOMO-LUMO gap: 0.399 Eh
* molar mass: 118.15 Da

Structure (XYZ):
```
19
Properties=species:S:1:pos:R:3:forces:R:3
C -0.669 1.668 -0.616 0.88 -0.61 -0.26
C 0.036 0.506 0.285 1.19 4.16 -5.89
O 1.406 0.759 0.211 0.51 -0.50 4.65
C -0.545 0.639 1.550 -2.21 -0.73 3.81
F -0.105 -0.400 2.399 -0.31 0.24 0.42
C -0.292 -0.733 -0.421 -2.46 0.96 0.36
C 0.316 -1.887 0.173 -0.95 -4.01 -0.36
C 0.761 -1.369 -1.172 3.58 -0.62 -2.20
H -1.806 1.503 -0.506 1.81 0.80 -0.85
H -0.279 2.683 -0.359 -0.85 -0.68 0.47
H -0.179 1.549 -1.659 -1.57 -0.24 1.30
H 1.733 1.073 -0.579 0.36 1.00 -2.65
H -0.353 1.548 2.149 -0.18 -0.13 -0.83
H -1.655 0.458 1.351 1.20 0.42 0.81
H -1.345 -0.632 -0.631 -0.27 -0.97 -0.71
H -0.343 -2.852 -0.022 1.70 1.83 1.20
H 0.860 -1.698 1.108 -0.08 -0.79 -0.83
H 0.704 -2.044 -2.108 -0.49 1.34 1.77
H 1.756 -0.770 -1.154 -1.88 -1.48 -0.24
```
Forces are in eV/Å.